(1)
The following is a quantum chemistry calculation of a single C3H6N2O2S molecule in a non-equilibrium geometry, from the Open Molecules 2025 dataset.

Last column: Mulliken charge in e.
Positions of all 14 atoms, in Å:
C -1.57311 -0.20876 -0.17880  0.52
C 0.76955 -0.43761 0.37544  -0.88
C 1.91319 0.43146 -0.12948  0.80
H -2.66620 1.45150 0.26243  0.23
H -3.48568 0.23384 -0.56990  0.26
H -0.28827 1.33438 0.21323  0.31
H 0.59702 -1.30612 -0.27156  0.42
H 1.02297 -0.77474 1.40066  0.28
H 3.14390 -1.58187 0.08109  0.13
N -2.62019 0.68727 -0.35503  -0.45
N -0.44901 0.33997 0.38700  -0.27
O -1.66174 -1.39809 -0.50204  -0.64
O 1.78716 1.59144 -0.41493  -0.53
S 3.51041 -0.36268 -0.29810  -0.20

Charge = 0
Lowest unoccupied orbital energy = 0.591 eV
Structure (SMILES) = NC(=O)NCC(=O)S
HOMO-LUMO gap = 10.64 eV
Energy above the lowest of the compared OMol25 structures with the same formula, charge and spin = 5.1 kcal per mole



(2)
The following is a quantum chemistry calculation of a molecular structure, C3H6N2O2S2 in a non-equilibrium geometry, from the Open Molecules 2025 dataset.

Last column: Mulliken charge in e.
Positions of all 15 atoms, in Å:
C 0.38686 0.14142 -1.48733  -0.15
C -0.68652 0.77241 -1.06316  -0.43
C 1.50438 0.24892 -0.53784  -0.58
N -0.64522 1.35294 0.20872  -0.47
N -2.10981 -1.23016 1.53983  -0.37
O -0.24916 -2.71448 1.81617  -0.61
O 0.40415 -0.31496 1.85153  -0.35
S 0.69390 1.04255 0.91814  0.37
S -0.52311 -1.55229 1.02727  0.76
H 0.44368 -0.24697 -2.50158  0.36
H -1.67127 0.74364 -1.45627  0.42
H 2.12657 -0.74249 -0.18825  0.28
H 2.30375 1.02838 -0.78121  0.34
H -2.43131 -1.65078 2.36545  0.20
H -2.79756 -0.73258 1.00222  0.21

Charge = 0
Lowest unoccupied orbital energy = 0.708 eV
HOMO-LUMO gap = 9.16 eV
Energy above the lowest of the compared OMol25 structures with the same formula, charge and spin = 53.1 kcal per mole



(3)
The following is a quantum chemistry calculation of a single C3H6N2O2Si molecule in a non-equilibrium geometry, from the Open Molecules 2025 dataset.

Last column: Mulliken charge in e.
Positions of all 14 atoms, in Å:
C 0.35792 1.75016 -0.59966  0.79
C -1.21769 -0.06764 0.31922  0.37
C 0.83057 1.95804 0.71838  -0.83
N -0.70914 0.85065 -0.70565  -0.15
N -0.92381 -1.20674 -0.24426  -0.08
O 0.76225 2.29882 -1.61413  -0.59
O -1.74031 0.28590 1.32968  -0.50
Si 0.23028 -2.43568 -0.02418  0.27
H 0.40156 1.44281 1.55612  0.32
H 1.56433 2.73129 0.88956  0.31
H -1.02255 0.69874 -1.65797  0.30
H 0.86048 -2.60470 -1.33221  -0.07
H -0.60127 -3.58555 0.34902  -0.06
H 1.20739 -2.11610 1.01609  -0.09

Charge = 0
Lowest unoccupied orbital energy (spin up / spin down) = -2.254 / -1.644 eV
HOMO-LUMO gap (spin up / spin down) = 7.68 / 8.39 eV
Energy above the lowest of the compared OMol25 structures with the same formula, charge and spin = 84.1 kcal per mole



(4)
The following is a quantum chemistry calculation of a single C3H6N2O3 molecule in a non-equilibrium geometry, from the Open Molecules 2025 dataset.

Last column: Mulliken charge in e.
Positions of all 14 atoms, in Å:
C 1.07567 0.35069 1.98787  -0.68
C 0.22728 -0.09092 -0.06192  0.60
C 0.30856 -0.16038 -1.58518  0.63
H 0.50583 -0.57040 2.23764  0.28
H 0.39647 1.15360 2.09556  0.30
H 2.02448 0.33987 2.52063  0.24
H -2.90851 -0.48571 0.44495  0.22
H -2.13102 -0.38288 -1.08585  0.26
H 1.36833 0.16649 -3.09998  0.34
N -0.92967 -0.09150 0.49325  -0.26
N -2.14015 -0.13486 -0.11666  -0.55
O 1.34226 0.24485 0.60572  -0.33
O 1.46528 0.22386 -2.16737  -0.43
O -0.60479 -0.56272 -2.26866  -0.63

Charge = 0
Lowest unoccupied orbital energy = 0.819 eV
Structure (SMILES) = CO/C(=N/N)C(=O)O
HOMO-LUMO gap = 9.38 eV
Energy above the lowest of the compared OMol25 structures with the same formula, charge and spin = 63.5 kcal per mole



(5)
The following is a quantum chemistry calculation of a single C3H6N2O3 molecule in a non-equilibrium geometry, from the Open Molecules 2025 dataset.

Last column: Mulliken charge in e.
Positions of all 14 atoms, in Å:
C -1.47420 0.28937 -0.65829  0.50
C 0.73837 0.28323 0.00701  0.86
C -0.60846 -0.12405 0.34807  -0.44
N 1.69434 -0.64542 -0.22821  -0.36
N -0.89277 -1.05841 1.36571  -0.56
O -0.30163 1.13596 -1.48850  -0.58
O 1.31303 1.47255 0.31617  -0.52
O -2.61793 0.31374 -0.98209  -0.59
H 0.14312 0.61537 -2.17538  0.31
H 0.65377 2.04877 0.72834  0.41
H 1.41202 -1.61133 -0.26850  0.25
H 2.65251 -0.34813 -0.33514  0.24
H -1.11138 -0.63294 2.25882  0.23
H -1.60078 -1.73872 1.11197  0.24

Charge = 0
Lowest unoccupied orbital energy = 0.510 eV
Structure (SMILES) = N/C(O)=C(\N)C(=O)O
HOMO-LUMO gap = 8.30 eV
Energy above the lowest of the compared OMol25 structures with the same formula, charge and spin = 73.4 kcal per mole



(6)
The following is a quantum chemistry calculation of a single C3H6N2O3 molecule in a non-equilibrium geometry, from the Open Molecules 2025 dataset.

Last column: Mulliken charge in e.
Positions of all 14 atoms, in Å:
C -2.45113 -0.56691 0.05143  0.08
C 0.12925 -0.61426 -0.05871  0.58
C 2.47448 0.01767 0.01854  -0.85
N 1.06608 0.32247 -0.06590  -0.16
N -1.26965 0.06396 -0.05543  0.22
O -3.50090 0.03506 0.11120  -0.61
O 0.19496 -1.80411 -0.03419  -0.57
O -1.30123 1.46526 -0.07270  -0.51
H -2.34045 -1.65604 0.07382  0.34
H 2.98190 0.27590 -0.91144  0.28
H 2.92781 0.57119 0.84122  0.30
H 2.58239 -1.05004 0.20517  0.32
H 0.76936 1.28647 -0.09374  0.23
H -2.26288 1.65336 -0.00926  0.35

Charge = 0
Lowest unoccupied orbital energy = 0.667 eV
Structure (SMILES) = CNC(=O)N(O)C=O
HOMO-LUMO gap = 10.36 eV
Energy above the lowest of the compared OMol25 structures with the same formula, charge and spin = 52.1 kcal per mole



Look up the charge of the second one.
0